Record 1
This record from the OMol25 dataset describes an isolated ion of composition C4H9N2 and charge +1. The level of theory is ωB97M-V/def2-TZVPD.

Last column: Löwdin charge in e.
Cartesian coordinates (Å):
C (2.1336, -0.8506, 0.1624)  0.095
C (1.5940, 0.2931, -0.2526)  -0.126
C (0.1830, 0.4332, -0.6263)  -0.099
N (-0.7579, 1.2979, 0.3078)  0.191
C (-0.8714, -0.1482, 0.2646)  -0.244
N (-2.2059, -0.6985, -0.1717)  0.102
H (3.1474, -0.9809, 0.3283)  0.056
H (1.5128, -1.7864, 0.0750)  0.109
H (2.0742, 1.1994, -0.2096)  0.090
H (0.0461, 0.7028, -1.6291)  0.146
H (-0.3194, 1.7909, 1.0648)  0.173
H (-1.4349, 1.8572, -0.1539)  0.163
H (-0.3843, -0.5254, 1.1857)  0.169
H (-2.0423, -1.3783, -0.9118)  0.091
H (-2.6748, -1.2063, 0.5664)  0.086

The highest occupied orbital energy is -14.7 eV. Its spin multiplicity is 1. Its net charge is +1. The relative energy (zero: lowest compared OMol25 entry of this formula, charge and spin) comes out at 258.9 kJ/mol. As for the maximum force: 0.06392 Eh/bohr. Its SMILES is C=C[C@@H]1[NH2+][C@H]1N. The calculation puts the LUMO energy at -0.1216 Eh.

Record 2
This record from the OMol25 dataset describes C5H10O2 as an isolated structure. The level of theory is ωB97M-V/def2-TZVPD.

Last column: Löwdin charge in e.
Cartesian coordinates (Å):
C (0.0900, 1.1753, -1.6000)  -0.037
C (0.4010, 0.1747, -0.5252)  -0.689
C (0.3289, 0.7958, 0.9435)  -0.088
C (-0.1136, -0.5234, 1.2108)  -0.428
C (-0.9622, -0.4864, 0.0875)  -0.108
H (-0.4427, 0.5138, -2.4241)  0.121
H (0.9398, 1.8560, -1.9392)  0.106
H (-0.8636, 1.7193, -1.2669)  0.083
H (1.2186, -1.5726, -0.3841)  0.199
H (1.2548, 1.2485, 1.5522)  0.158
H (-0.6986, 1.4555, 1.2305)  0.185
H (-0.8388, -0.8531, 2.1458)  0.185
H (0.4238, -2.4043, 1.2351)  0.051
H (-1.4017, -1.3790, -0.4697)  0.149
H (-1.5852, 0.5082, 0.0879)  0.135
O (1.3415, -0.5672, -0.9515)  -0.013
O (0.9077, -1.6609, 1.0673)  -0.009

The highest occupied orbital energy is -9.1 eV. Its spin multiplicity is 1. The relative energy (zero: lowest compared OMol25 entry of this formula, charge and spin) comes out at 638.3 kJ/mol. As for the maximum force: 0.19110 Eh/bohr. The calculation puts the LUMO energy at 0.0225 Eh.

Record 3
This record from the OMol25 dataset describes one molecule with the formula C3H4N2O. The level of theory is ωB97M-V/def2-TZVPD.

Last column: Löwdin charge in e.
Cartesian coordinates (Å):
N (1.8665, -0.5348, 0.1999)  0.102
C (0.5577, -0.0884, 0.1615)  -0.439
C (0.0200, 1.1169, 0.4766)  -0.067
N (-1.3660, 0.8400, 0.2495)  0.022
C (-1.5590, -0.4047, -0.1757)  -0.147
O (-0.3996, -1.0349, -0.1624)  0.082
H (2.1517, -1.0244, -0.6375)  0.089
H (2.4707, 0.2599, 0.3756)  0.092
H (-1.3850, 1.8169, -0.0608)  0.127
H (-2.4422, -0.9722, -0.4403)  0.140

The highest occupied orbital energy is -8.0 eV. Its spin multiplicity is 1. The relative energy (zero: lowest compared OMol25 entry of this formula, charge and spin) comes out at 404.5 kJ/mol. As for the maximum force: 0.04563 Eh/bohr. The calculation puts the LUMO energy at 0.0293 Eh.

Record 4
This record from the OMol25 dataset describes C18H25N2ReSSi as an isolated structure. The level of theory is ωB97M-V/def2-TZVPD.

Last column: Löwdin spin population.
Cartesian coordinates (Å):
Re (-0.1208, -0.9136, 0.6329)  0.956
C (0.7442, 1.8310, 0.1412)  0.010
C (1.8491, 1.0708, -0.5686)  0.008
N (1.7334, -0.3981, -0.2522)  0.000
C (1.8894, -1.2879, -1.4561)  0.002
C (0.7071, -1.1950, -2.4082)  0.000
S (-0.9070, -1.4723, -1.5626)  -0.005
C (-1.8302, 0.0529, -1.9267)  0.007
C (-1.0913, 1.2715, -1.4317)  0.002
N (-0.5397, 1.0737, -0.0347)  0.007
H (0.9389, 1.9126, 1.2104)  0.000
H (0.6404, 2.8405, -0.2603)  0.001
H (1.7940, 1.1959, -1.6478)  0.001
H (2.8277, 1.4346, -0.2584)  0.000
H (2.4922, -0.6315, 0.3875)  0.000
H (2.8077, -1.0302, -1.9888)  0.000
H (2.0019, -2.3077, -1.0856)  0.000
H (0.6493, -0.2366, -2.9204)  0.000
H (0.7971, -1.9667, -3.1721)  0.000
H (-2.0326, 0.1068, -2.9968)  0.000
H (-2.7893, -0.0881, -1.4226)  0.001
H (-0.2633, 1.5259, -2.0884)  0.000
H (-1.7594, 2.1341, -1.4249)  0.000
H (-1.2146, 1.4952, 0.6015)  0.003
C (3.6580, -2.3453, 2.3385)  -0.004
C (3.5935, -1.0396, 2.8292)  0.009
C (2.3701, -0.3928, 2.9330)  -0.004
C (1.1843, -1.0869, 2.6163)  -0.002
C (1.2744, -2.4112, 2.1262)  0.000
C (2.5012, -3.0351, 1.9626)  0.008
Si (-0.5155, -0.4559, 3.0179)  -0.023
C (-1.7602, -1.7533, 3.2412)  0.004
C (-2.2099, -2.1321, 1.9701)  0.002
C (-3.1905, -3.0966, 1.7746)  0.006
C (-3.7158, -3.7120, 2.9041)  -0.001
C (-3.2731, -3.3659, 4.1777)  0.012
C (-2.3017, -2.3885, 4.3550)  -0.001
H (4.6213, -2.8339, 2.2529)  0.000
H (4.5030, -0.5335, 3.1279)  0.000
H (2.3297, 0.6276, 3.2984)  0.000
H (0.3621, -2.9975, 1.9434)  0.001
H (2.5661, -4.0522, 1.5977)  0.000
H (-0.7085, 0.8818, 3.5927)  -0.003
H (-1.9518, -1.6262, 0.9849)  0.003
H (-3.5411, -3.3622, 0.7866)  0.000
H (-4.4852, -4.4642, 2.7889)  0.000
H (-3.6980, -3.8604, 5.0411)  0.001
H (-1.9771, -2.1281, 5.3541)  0.000

The highest occupied orbital energy (alpha / beta) is -18.5 / -18.5 eV. Its spin multiplicity is 2. Its net charge is +3. Its expectation value of S² is 0.762. As for the maximum force: 0.01904 Eh/bohr. The calculation puts the LUMO energy (alpha / beta) at -0.4359 / -0.4285 Eh.

Record 5
This record from the OMol25 dataset describes one molecule with the formula CH4N2OS. The level of theory is ωB97M-V/def2-TZVPD.

Last column: Löwdin charge in e.
Cartesian coordinates (Å):
O (-1.0065, -1.2783, -0.4484)  -0.221
N (-1.1382, -0.0894, 0.4512)  -0.073
C (-0.2281, 0.9787, -0.1012)  -0.328
N (1.0449, 0.9147, -0.3137)  -0.314
S (1.6080, -0.6919, 0.0854)  0.708
H (-0.4645, -1.9852, 0.1564)  0.112
H (-2.1101, 0.3757, 0.2810)  0.141
H (-0.6100, 1.9575, -0.1246)  0.084
H (2.9045, -0.1818, 0.0139)  -0.109

The highest occupied orbital energy is -8.9 eV. Its spin multiplicity is 1. The relative energy (zero: lowest compared OMol25 entry of this formula, charge and spin) comes out at 375.9 kJ/mol. As for the maximum force: 0.07535 Eh/bohr. Its SMILES is ON/C=N\S. The calculation puts the LUMO energy at 0.0244 Eh.

Record 6
This record from the OMol25 dataset describes C31H33AuClN2O2Si2 as an isolated structure. The level of theory is ωB97M-V/def2-TZVPD.

Last column: Löwdin spin population.
Cartesian coordinates (Å):
C (-1.6031, -0.7991, 5.6932)  0.076
C (-2.2639, -0.1909, 4.5983)  0.323
C (-1.9433, -0.9424, 3.4033)  0.150
H (-2.9656, 0.6463, 4.6518)  0.014
C (-1.0204, -2.0206, 3.8151)  0.182
C (-0.8779, -1.9272, 5.2455)  0.296
H (-0.3527, -2.6503, 5.8765)  0.012
H (-1.7179, -0.4975, 6.7384)  -0.001
H (-2.4884, -0.9269, 2.4595)  0.001
H (-0.7122, -2.8459, 3.1657)  0.002
Au (0.2290, -0.2013, 3.1247)  0.400
Si (1.3173, -0.0272, -2.9187)  0.002
C (1.1397, 1.4988, -3.9868)  0.000
C (2.1059, 2.0029, -4.8835)  0.000
H (3.1117, 1.5640, -4.9219)  0.000
C (1.7825, 3.0573, -5.7515)  0.000
H (2.4965, 3.3938, -6.5072)  0.000
C (0.5401, 3.7014, -5.6543)  0.000
H (0.2966, 4.5413, -6.3083)  0.000
C (-0.3837, 3.2611, -4.7051)  0.000
H (-1.3288, 3.7930, -4.5770)  0.000
C (-0.1113, 2.1344, -3.9276)  0.000
H (-0.8834, 1.7397, -3.2665)  0.000
C (1.4265, -1.4165, -4.1121)  0.000
C (0.5716, -1.3394, -5.2239)  0.000
H (0.1139, -0.3901, -5.5011)  0.000
C (0.2883, -2.4895, -5.9694)  0.000
H (-0.4679, -2.4479, -6.7559)  0.000
C (0.9730, -3.6782, -5.6982)  0.000
H (0.7401, -4.5798, -6.2738)  0.000
C (1.9638, -3.6972, -4.7047)  0.000
H (2.5264, -4.6160, -4.5393)  0.000
C (2.2127, -2.5592, -3.9254)  0.000
H (3.0039, -2.5477, -3.1743)  0.000
H (0.0935, -0.3610, -2.1381)  0.000
Si (0.1508, 0.0106, 0.7923)  0.204
C (-0.5622, -1.5689, 0.0687)  0.031
C (-1.7666, -1.5948, -0.6561)  0.010
H (-2.2065, -0.6553, -1.0011)  0.000
C (-2.4002, -2.8151, -0.9293)  0.001
H (-3.3495, -2.8215, -1.4698)  0.000
C (-1.8237, -4.0078, -0.4780)  0.009
H (-2.3348, -4.9529, -0.6571)  0.001
C (-0.6010, -3.9976, 0.2038)  -0.001
H (-0.1551, -4.9315, 0.5536)  0.000
C (0.0331, -2.7802, 0.4660)  0.012
H (0.9731, -2.7598, 1.0191)  0.002
C (-0.8901, 1.4826, 0.2977)  0.037
C (-2.1374, 1.6644, 0.9201)  0.012
H (-2.4457, 1.0012, 1.7343)  0.001
C (-3.0178, 2.6633, 0.4923)  -0.001
H (-3.9886, 2.7768, 0.9816)  0.000
C (-2.6517, 3.4835, -0.5874)  0.010
H (-3.3590, 4.2175, -0.9719)  0.001
C (-1.3871, 3.3620, -1.1680)  0.000
H (-1.1069, 4.0078, -2.0089)  0.000
C (-0.4886, 2.4063, -0.6857)  0.012
H (0.5195, 2.3351, -1.0966)  0.001
H (2.5411, 0.0861, -2.1105)  0.002
Cl (2.1760, 0.3387, 0.5080)  0.110
C (2.7970, 1.1127, 7.6536)  0.001
O (2.8733, 0.1379, 6.5607)  0.001
C (2.0953, 0.3195, 5.5019)  0.004
O (2.1090, -0.4709, 4.5270)  0.031
N (1.2885, 1.4155, 5.5531)  0.006
N (0.5682, 1.6923, 4.3433)  0.043
H (1.7982, 1.1556, 8.1349)  0.000
H (3.1251, 2.1027, 7.2955)  0.000
H (3.5494, 0.7675, 8.3673)  0.000
H (1.5662, 2.2081, 6.1317)  0.001
H (1.0569, 2.3946, 3.7754)  0.003
H (-0.3606, 2.0322, 4.5909)  0.003

The highest occupied orbital energy (alpha / beta) is -9.9 / -10.5 eV. Its spin multiplicity is 3. Its net charge is +1. Its expectation value of S² is 2.016. The relative energy (zero: lowest compared OMol25 entry of this formula, charge and spin) comes out at 0.0 kJ/mol. As for the maximum force: 0.05333 Eh/bohr. The calculation puts the LUMO energy (alpha / beta) at -0.0911 / -0.2004 Eh.